# C3H4FO2

2 unconnected molecules or ions with the total composition C3H4FO2 in a non-equilibrium geometry (wB97M-V/def2-TZVPD, OMol25).

* net charge: +1
* energy relative to the best compared isomer or geometry (same formula, charge and spin): 65.9 kJ/mol
* gap between HOMO and LUMO: 8.9 eV
* LUMO level: -0.2244 hartree

Last column: Löwdin charge in e.
Geometry (Å):
F  0.882  1.291  0.363  0.060
O  1.216  -2.106  0.135  0.441
H  2.860  0.482  0.246  0.247
O  -0.937  -0.387  -0.839  -0.015
H  1.756  0.470  -1.241  0.199
H  -1.704  0.978  0.415  0.111
C  1.686  0.326  -0.109  -0.142
H  -2.557  0.515  -1.235  0.112
C  1.272  -1.013  0.044  0.024
C  -1.856  0.264  -0.429  -0.037


# C17H41GeO5RuSi3

A molecular structure, C17H41GeO5RuSi3 in a non-equilibrium geometry (wB97M-V/def2-TZVPD, OMol25).

* net charge: +1
* multiplicity: 5
* energy relative to the best compared isomer or geometry (same formula, charge and spin): 126.6 kJ/mol
* gap between HOMO and LUMO (spin up / spin down): 7.9 / 5.9 eV
* LUMO level (spin up / spin down): -0.1207 / -0.2067 hartree

Last column: Mulliken spin population.
Geometry (Å):
C  -4.018  -1.403  0.316  0.000
H  0.793  1.131  -3.269  -0.002
H  -1.567  0.679  4.455  0.011
H  4.630  0.890  2.454  0.002
Si  -1.299  1.462  2.188  0.197
C  4.237  1.259  -0.048  0.013
C  1.940  -3.653  -2.041  0.012
H  -1.459  -4.005  0.762  0.003
H  -1.150  -1.998  -2.287  -0.007
C  -1.523  -3.000  1.192  0.021
H  3.331  -2.639  0.171  0.001
Si  -1.274  1.545  -1.993  0.091
H  0.110  3.510  -1.448  0.000
O  2.332  2.050  -1.367  0.058
H  -3.294  0.268  -2.652  -0.004
H  -0.150  -0.065  3.702  -0.005
H  3.984  -0.756  2.519  0.001
H  -0.517  -2.704  1.498  -0.003
H  -3.103  2.561  0.895  -0.003
O  1.456  0.616  1.862  0.150
H  4.977  1.860  0.480  0.002
H  2.772  -1.069  -1.913  -0.036
H  -0.523  0.086  -3.845  0.001
H  0.615  2.918  2.673  -0.004
H  -1.973  -3.493  -1.834  0.005
C  -0.275  1.086  -3.483  0.017
H  1.747  -4.658  -1.660  0.000
H  -4.348  -0.491  -0.187  -0.001
C  -0.964  3.311  -1.493  0.016
C  1.515  -2.597  -1.019  0.033
H  -3.556  0.892  1.304  -0.025
C  -3.046  1.786  1.664  0.089
H  -2.145  -3.059  2.090  0.001
Ge  -0.809  0.148  -0.024  0.269
H  -0.927  3.634  3.154  0.008
Ru  1.522  0.332  -0.231  2.804
H  -4.639  -2.227  -0.056  0.001
H  1.907  -2.112  1.080  -0.020
H  -1.787  -0.659  3.311  -0.003
C  -3.095  1.273  -2.272  0.020
C  2.508  0.748  2.638  -0.009
H  1.398  -3.537  -2.982  0.000
Si  -2.247  -1.810  -0.049  0.090
C  2.257  -2.800  0.303  0.034
H  4.632  0.927  -1.003  -0.002
C  3.830  0.238  2.106  0.003
C  -2.048  -2.401  -1.812  0.028
H  -2.911  -2.107  -2.414  0.001
H  -3.469  1.993  -3.009  0.005
C  -0.416  3.064  2.368  0.011
H  3.009  -3.572  -2.254  -0.004
O  3.880  0.085  0.682  0.031
H  -1.396  3.985  -2.239  0.003
C  1.723  -1.201  -1.614  0.064
H  2.108  -3.813  0.680  0.004
C  2.985  2.086  -0.304  0.025
H  -0.475  3.656  1.450  -0.002
H  -4.202  -1.303  1.389  0.000
C  -1.184  0.224  3.533  0.016
H  -1.420  3.547  -0.529  -0.005
H  1.970  3.513  0.416  -0.001
H  -0.487  1.797  -4.288  -0.002
O  2.764  2.997  0.634  0.019
H  -3.662  1.415  -1.348  0.000
O  2.473  1.191  3.762  0.019
H  0.446  -2.729  -0.828  -0.054
H  1.093  -1.047  -2.490  0.004
H  -3.588  2.148  2.549  0.012


# C4H6FNO

A single C4H6FNO molecule in a non-equilibrium geometry (wB97M-V/def2-TZVPD, OMol25).

* energy relative to the best compared isomer or geometry (same formula, charge and spin): 85.1 kJ/mol
* gap between HOMO and LUMO: 10.4 eV
* LUMO level: 0.0282 hartree

Last column: Löwdin charge in e.
Geometry (Å):
H  1.261  0.773  1.623  0.068
H  -2.348  -1.603  0.459  0.172
C  -0.146  0.752  -0.760  0.011
H  2.524  -0.348  1.209  0.066
F  1.758  -0.756  -1.262  0.052
C  1.307  0.128  -0.360  -0.317
N  -1.684  -0.941  -0.051  0.172
C  1.809  0.333  0.819  0.069
H  -0.461  0.310  -1.711  0.101
C  -1.073  0.128  0.326  -0.633
H  -1.604  -1.138  -1.019  0.087
O  -1.129  0.556  1.443  0.053
H  -0.214  1.807  -0.715  0.101


# C50H42N7O9ReSi

A molecular structure, C50H42N7O9ReSi (wB97M-V/def2-TZVPD, OMol25).

* net charge: +1
* multiplicity: 4
* energy relative to the best compared isomer or geometry (same formula, charge and spin): 22.1 kJ/mol
* gap between HOMO and LUMO (spin up / spin down): 7.4 / 7.0 eV
* LUMO level (spin up / spin down): -0.1364 / -0.1588 hartree

Last column: Mulliken spin population.
Geometry (Å):
C  0.594  3.789  0.730  0.041
C  0.099  -5.326  -3.213  0.000
C  -0.039  0.214  -6.781  0.002
N  -0.374  7.319  1.528  -0.001
C  -1.886  0.698  2.089  -0.014
H  6.868  2.428  -4.423  0.000
H  -5.585  1.084  -2.171  0.000
H  6.598  0.033  -3.838  0.000
H  6.367  2.082  -0.443  0.000
H  3.957  3.373  -1.829  0.001
H  -7.019  -0.930  -1.976  0.000
C  7.161  0.696  -3.182  0.000
H  3.094  1.081  -1.690  0.062
C  6.717  2.137  -3.384  0.000
C  0.251  1.925  -3.080  -0.009
H  3.548  -2.558  2.270  0.000
H  0.302  -5.979  -4.052  0.000
C  3.269  -2.291  1.261  -0.011
N  -2.842  3.818  -0.804  -0.002
H  2.403  2.900  -5.492  -0.001
H  3.874  -3.087  -1.974  0.001
C  2.438  1.473  -2.457  -0.028
O  -0.643  -0.596  -1.386  0.380
N  0.338  -0.145  1.684  0.009
H  4.632  -3.664  0.340  0.000
Re  0.490  0.561  -0.363  2.228
C  2.935  2.010  -3.620  -0.010
N  1.124  1.416  -2.198  0.045
N  1.910  -1.027  -0.220  -0.042
C  -0.576  3.310  0.107  0.024
H  -4.389  2.932  2.361  0.000
C  1.859  -0.705  3.432  -0.002
O  4.698  1.456  -5.048  -0.001
C  -5.376  -2.299  -2.128  0.000
C  -4.001  -2.435  -2.284  -0.001
H  -5.358  1.317  0.723  0.000
O  -1.345  8.023  1.343  0.002
H  -2.079  0.841  -6.985  0.000
O  0.649  7.659  2.080  0.003
C  -1.738  -0.157  -5.118  0.002
C  -1.351  0.348  -6.353  0.000
C  0.680  2.491  -4.265  -0.013
C  2.284  -1.348  1.033  -0.005
H  -3.566  -3.428  -2.309  0.000
H  -0.931  0.772  4.636  0.000
C  -4.373  1.165  1.140  0.003
H  7.017  0.380  -2.148  0.000
H  -0.607  -3.727  -4.447  0.000
H  -5.999  -3.179  -2.038  0.000
C  -1.597  5.515  0.394  -0.008
H  1.204  -1.528  -4.179  0.002
C  0.352  -5.759  -1.919  0.001
O  1.866  1.737  0.503  0.082
H  1.909  -0.563  -6.311  0.000
C  -3.775  -0.047  -2.350  0.000
C  -5.146  0.095  -2.203  0.000
C  0.885  -0.447  -5.979  -0.003
C  -0.210  0.381  3.932  -0.009
H  -4.015  -0.666  0.058  0.004
H  1.543  5.458  1.661  0.000
C  0.642  5.103  1.181  -0.003
H  2.100  -1.359  -2.235  0.047
C  0.483  -0.962  -4.756  0.001
H  4.937  2.797  0.323  0.000
H  -0.645  -3.006  -0.219  0.010
C  -3.179  -1.313  -2.396  0.011
C  -0.827  -0.814  -4.285  0.007
C  -0.443  5.937  1.024  0.014
C  1.491  -0.706  2.103  0.065
H  0.264  0.607  -7.744  0.000
O  -2.704  3.152  -1.811  0.003
C  3.865  -2.919  0.178  0.016
O  -0.769  2.060  -0.267  0.135
C  1.007  -0.115  4.356  0.014
C  -0.418  -4.055  -3.430  -0.001
C  -3.834  2.057  2.051  0.001
H  -0.050  2.884  -4.957  0.001
C  -0.537  0.333  2.583  0.069
H  8.219  0.594  -3.424  0.000
H  -2.770  -0.046  -4.805  0.001
O  2.815  3.476  1.471  0.027
C  5.296  2.256  -0.553  0.000
C  4.398  1.934  -3.964  -0.001
H  -0.793  1.884  -2.803  0.030
Si  -1.338  -1.461  -2.596  -0.133
C  -0.433  -3.654  -1.065  -0.005
N  -2.394  -0.171  1.215  -0.008
H  5.589  3.977  -1.806  0.000
N  5.303  2.347  -3.053  0.000
H  -2.439  6.180  0.264  0.000
C  4.998  3.058  -1.812  0.000
C  -1.634  4.223  -0.075  -0.019
C  2.468  -1.649  -1.262  -0.018
H  7.295  2.814  -2.756  0.000
C  -3.620  0.059  0.760  -0.012
H  -3.164  0.847  -2.405  -0.003
C  3.453  -2.602  -1.106  -0.021
H  1.279  -0.078  5.402  0.000
C  -2.562  1.817  2.552  0.019
H  0.750  -6.751  -1.749  0.000
H  4.803  1.281  -0.574  0.002
C  -0.691  -3.198  -2.363  -0.001
C  2.032  2.508  -4.554  0.011
C  -5.948  -1.035  -2.090  0.001
C  0.083  -4.923  -0.842  -0.004
O  -3.904  4.221  -0.380  0.001
H  2.799  -1.134  3.743  0.001
C  1.852  2.981  0.935  0.012
H  -2.101  2.496  3.258  0.001
H  0.265  -5.265  0.169  0.000


# C33H38AuN4S

A molecular structure, C33H38AuN4S in a non-equilibrium geometry (wB97M-V/def2-TZVPD, OMol25).

* net charge: -1
* multiplicity: 3
* gap between HOMO and LUMO (spin up / spin down): 3.9 / 4.9 eV
* LUMO level (spin up / spin down): 0.0925 / 0.0677 hartree

Last column: Mulliken spin population.
Geometry (Å):
H  -3.585  -0.291  -3.258  -0.001
H  0.561  2.594  2.664  -0.004
H  1.779  -0.491  -4.109  0.000
H  1.758  0.608  7.044  0.046
H  1.887  1.905  3.638  0.005
C  -0.394  -3.055  -2.976  0.016
H  0.246  3.465  0.911  0.000
H  -2.040  -1.321  7.755  0.044
C  -0.861  0.362  -3.940  -0.004
H  2.325  0.955  -4.971  0.000
Au  -0.164  0.312  -0.680  0.014
H  2.949  -1.373  -1.749  0.000
N  -1.211  -1.501  5.839  0.199
C  2.048  -0.323  1.445  0.009
H  -2.934  3.064  -3.709  0.000
H  -0.336  -3.986  -0.527  -0.006
C  -0.200  -0.181  7.525  -0.168
C  -0.355  -2.120  -3.924  0.005
H  -0.083  -2.189  -4.975  0.000
H  3.384  -1.413  2.819  0.003
C  0.124  2.295  -5.004  -0.001
C  -0.915  -1.059  -1.960  0.050
H  2.999  0.702  -2.462  0.000
H  -1.942  -2.143  5.512  -0.030
C  -1.983  1.130  -3.577  -0.005
H  1.985  3.708  0.702  0.000
H  -1.060  5.167  -4.379  0.000
C  2.390  -0.374  0.054  0.000
C  -1.661  -2.594  0.502  -0.076
C  -2.632  -3.001  2.732  -0.056
S  -0.441  -1.231  3.295  0.374
H  2.385  -2.451  -0.443  -0.001
C  -1.910  -3.437  1.637  0.098
C  -1.192  4.460  -5.213  0.000
C  -2.975  -0.952  1.486  0.000
C  1.118  3.134  0.338  0.000
N  -0.771  -2.419  -1.765  0.033
C  1.510  0.223  -4.895  0.001
C  -0.192  -1.173  4.967  0.263
C  -2.957  -1.632  2.748  0.158
C  -3.076  0.542  -2.751  0.003
C  0.959  -0.548  5.462  -0.107
C  0.920  0.015  6.717  0.444
H  0.991  3.428  -0.707  0.000
H  0.967  2.775  -5.513  0.000
H  1.644  -1.763  3.093  -0.008
H  -3.823  1.326  -2.572  0.001
C  1.045  1.649  2.963  -0.010
C  2.968  -1.541  -0.662  -0.004
C  0.225  0.941  -4.635  0.000
C  2.038  0.885  -0.550  -0.005
C  -1.229  -1.003  7.111  0.309
H  -1.392  -4.386  1.629  -0.004
H  -3.394  0.061  1.459  0.002
C  2.400  -1.483  2.319  0.042
C  -1.028  3.042  -4.739  0.001
H  1.938  2.136  -2.289  0.000
H  2.469  -2.372  1.671  -0.001
H  -0.188  -4.111  -2.984  -0.001
N  -2.303  -1.389  0.434  0.115
H  4.021  -1.732  -0.392  0.001
C  1.316  1.655  0.456  0.018
C  -2.057  2.467  -3.985  -0.001
H  -0.284  0.318  8.477  -0.009
C  1.441  0.942  1.712  -0.028
H  -3.227  -1.098  3.644  -0.013
H  0.301  1.108  3.572  0.000
H  -0.463  4.696  -5.997  0.000
H  -2.207  4.607  -5.613  0.000
C  -0.823  -3.020  -0.541  0.317
H  3.542  2.100  -1.503  0.000
H  -2.809  -3.684  3.566  0.018
H  1.780  -0.383  4.770  -0.047
H  -2.717  0.188  -1.766  -0.006
N  -0.752  -0.914  -3.332  0.008
H  1.497  -0.312  -5.854  0.000
C  2.657  1.485  -1.767  -0.001